Here is a single C11H11BrN4O3S molecule from OMol25. Energies are from ωB97M-V/def2-TZVPD.

The geometry in XYZ format:
```
31
Properties=species:S:1:pos:R:3:forces:R:3:nbo_charge:R:1
O -0.8404 -0.1193 -1.3971 0.2 0.8 -0.1 -0.63
O -0.0764 -3.8575 -3.0501 -0.3 0.9 0.3 -0.41
O 0.0742 -1.7067 -3.3411 -0.4 -0.9 0.5 -0.35
Br -3.0012 -5.0253 1.1899 -0.2 -0.2 0.0 0.07
N -0.5295 2.0724 1.9664 -0.5 -0.3 1.0 -0.38
S 1.0549 3.3877 0.1541 0.6 -0.9 0.3 0.19
C -1.2180 -1.1640 -0.8690 1.0 0.9 0.5 0.47
C 3.5404 1.1734 -1.8443 -2.8 0.9 2.0 -0.36
C -1.6725 -3.5723 -0.9116 0.2 1.3 1.2 -0.11
C -2.3306 -3.4643 0.3881 1.0 0.7 -1.5 -0.21
C -2.3390 -2.2758 1.0805 0.0 0.2 -0.1 -0.12
C -1.0350 -2.4798 -1.5054 -2.3 -1.0 2.4 -0.04
C 2.2871 1.4243 -1.3177 2.4 -1.1 -1.5 -0.23
C 0.2851 3.0337 1.7117 -1.3 -0.8 -0.7 0.27
C -1.5762 0.0497 1.4253 0.3 -1.5 -1.7 0.19
C -1.7351 -1.0851 0.5234 -0.8 -0.9 1.2 -0.27
N 0.4615 3.8973 2.7297 -0.6 0.7 1.6 -0.78
N -0.3165 -2.6898 -2.7148 1.1 0.1 -1.3 0.50
N -0.9147 1.1276 1.0665 0.2 0.2 0.6 -0.34
C 2.1378 1.8442 0.1157 -0.1 0.0 0.1 -0.52
H 4.3874 1.3093 -1.1858 0.3 0.1 -0.2 0.18
H 3.6900 0.8225 -2.8365 0.0 -0.2 -0.6 0.21
H -1.6144 -4.5253 -1.3920 0.0 -0.4 -0.2 0.25
H -2.8358 -2.2904 2.0711 0.5 0.3 -0.6 0.23
H 1.3957 1.1967 -1.9362 0.5 0.3 0.6 0.25
H -1.9002 -0.0292 2.4685 0.1 0.1 -0.4 0.23
H -0.2522 3.8140 3.4926 1.1 0.1 -1.1 0.41
H 0.7269 4.8319 2.4815 0.2 0.2 0.1 0.40
H -0.6144 1.1846 0.1191 0.2 0.0 -1.4 0.44
H 1.6383 1.0559 0.7233 0.2 0.6 -0.5 0.23
H 3.1228 2.0595 0.5941 -0.8 0.0 -0.4 0.23
```
Forces are in eV/Å.

SMILES: C=CCS/C(N)=N\N/C=C1/C=C(Br)C=C([N+](=O)[O-])C1=O
Gap between HOMO and LUMO, eV: 6.83
F_max, eV Å⁻¹: 3.59

***

Here is C13H18N2O3 as an isolated structure from OMol25. Energies are from ωB97M-V/def2-TZVPD.

The geometry in XYZ format:
```
36
Properties=species:S:1:pos:R:3:forces:R:3:nbo_charge:R:1
C -1.9227 1.5430 1.9004 -5.7 6.7 -5.7 -0.60
C -2.9885 0.6680 1.0021 -1.6 6.8 6.1 -0.05
H -3.6790 1.2818 0.4602 -1.6 1.6 1.5 0.18
H -3.4464 0.0221 1.6925 -0.9 -1.3 0.6 0.17
O -2.4918 0.2097 -0.0511 6.9 -8.4 -3.7 -0.51
C -1.6478 -0.9911 0.4107 0.1 -1.3 -0.8 0.89
O -1.6024 -1.5016 1.6422 -0.3 3.2 -7.7 -0.64
N -1.0374 -1.5010 -0.8667 -2.0 -1.2 8.5 -0.46
C -0.9410 -0.8675 -2.1369 1.7 -4.5 -1.0 -0.23
H -1.4358 0.0200 -1.9946 -0.6 2.5 -0.4 0.23
C 0.7273 -0.8859 -2.5907 -5.8 4.3 -3.3 -0.20
N 1.5003 -0.9074 -1.4688 0.6 -2.8 1.0 -0.49
C 1.2786 0.1189 -0.4905 3.4 -1.5 3.0 0.11
C 1.7830 1.2772 -1.0095 -2.9 4.2 9.4 -0.18
C 1.7789 2.4989 -0.2247 -0.4 -8.7 6.0 -0.23
C 1.7973 2.2350 1.3759 -2.1 0.7 -7.0 0.34
C 1.4175 0.9392 1.8474 2.5 2.4 0.1 -0.34
C 1.4068 -0.1212 0.9983 -1.9 0.7 -5.7 -0.18
H 1.2417 -1.1378 1.1948 -0.1 -0.9 1.3 0.23
H 1.5835 0.7672 2.8881 -0.4 -0.2 0.9 0.21
O 1.8612 3.4345 1.9942 0.8 -2.9 6.3 -0.63
H 1.9810 3.0636 3.0806 -0.6 2.3 -4.3 0.47
H 2.1157 3.3567 -0.5517 1.5 4.4 -1.7 0.19
H 1.9246 1.4335 -1.9146 1.5 0.8 -8.4 0.18
C 1.3583 -2.2671 -1.1394 -0.6 -2.8 9.2 -0.21
H 1.6878 -3.1168 -1.6902 0.5 0.3 -1.3 0.21
C -0.3495 -2.7301 -0.5106 3.4 5.9 -11.5 -0.18
H -0.2228 -3.1437 0.3010 0.5 -2.4 9.1 0.20
H -0.4861 -3.5244 -1.1576 -1.2 -1.4 -1.9 0.18
H 1.8851 -2.5436 0.0768 -0.8 1.0 -3.8 0.17
H 0.8283 -1.7025 -3.3199 0.5 0.5 0.5 0.22
H 0.6644 0.1529 -3.1119 1.0 -1.8 0.4 0.20
H -1.5197 -1.5832 -2.8120 0.6 1.3 0.1 0.18
H -1.3058 1.0373 2.3965 4.9 -4.6 3.9 0.18
H -2.5036 2.2309 2.6718 1.1 -1.2 -1.8 0.20
H -1.2410 2.2346 1.1077 -2.0 -1.6 2.2 0.19
```
Forces are in eV/Å.

Gap between HOMO and LUMO, eV: 7.66
F_max, eV Å⁻¹: 13.35
Relative energy (zero: lowest compared OMol25 entry of this formula, charge and spin), kJ/mol: 1288.2

***

Here is a 16-piece molecular cluster, C48H120N8O8S8 overall from OMol25. Energies are from ωB97M-V/def2-TZVPD.

The geometry in XYZ format:
```
192
Properties=species:S:1:pos:R:3:forces:R:3:lowdin_charge:R:1
C 1.4467 0.1721 -1.9819 -1.1 0.1 0.3 -0.06
C 0.4819 0.2789 -0.7213 1.6 -1.6 -1.9 -0.22
N 0.5771 -1.0220 -0.0335 -0.3 0.1 1.3 -0.17
C -0.0386 -2.3027 -0.6037 1.4 2.0 1.0 -0.22
C -1.5184 -2.2814 -0.4729 -0.7 -1.2 -0.6 -0.10
C 0.2620 -0.8983 1.4251 2.0 0.7 0.3 -0.20
C 1.3002 -0.0184 2.3011 -0.4 -0.5 -0.6 -0.06
H 0.8862 -0.3023 -2.7874 -0.2 -0.1 -0.1 0.05
H 2.2914 -0.4989 -1.8259 0.2 0.4 0.4 0.06
H 1.7392 1.1383 -2.3930 0.2 0.1 0.2 0.05
H 0.7645 1.0930 -0.0538 0.1 -0.3 0.1 0.10
H -0.4843 0.5278 -1.1600 -0.5 -0.1 0.2 0.07
H 0.3599 -2.5680 -1.5829 -0.1 0.6 -0.2 0.10
H 0.3615 -3.0753 0.0529 0.0 -0.1 0.0 0.10
H -1.9933 -1.3930 -0.8893 0.0 0.2 0.3 0.07
H -1.9191 -3.1321 -1.0240 -0.2 -0.1 -0.1 0.04
H -1.7449 -2.4984 0.5710 -0.5 0.6 0.0 0.07
H 0.3140 -1.9181 1.8063 0.0 0.0 0.2 0.10
H -0.7239 -0.5095 1.6803 -0.4 0.1 -0.3 0.08
H 2.3504 -0.3007 2.2274 0.0 -0.6 -0.3 0.04
H 1.0514 -0.0661 3.3612 -0.3 -0.3 0.0 0.04
H 1.3619 1.0575 2.1370 -0.7 0.1 -0.5 0.03
C 2.2766 -2.9958 -3.9861 0.3 -1.8 1.0 -0.08
C 2.2820 -4.5987 -3.8166 -0.9 0.9 -1.5 -0.18
N 2.3653 -5.3566 -5.1507 -1.1 1.1 0.1 -0.17
C 1.9462 -6.7661 -5.1070 0.6 0.0 -0.1 -0.27
C 2.5884 -7.4251 -6.3667 -0.3 -1.1 1.2 -0.08
C 1.5279 -4.6968 -6.2136 1.3 1.2 0.3 -0.27
C 0.0450 -4.6927 -6.0577 -0.9 -1.2 1.0 -0.11
H 2.3511 -2.4401 -3.0513 0.2 -0.7 0.6 0.03
H 1.2909 -2.6605 -4.3086 0.4 0.1 -1.0 0.06
H 3.1936 -2.7102 -4.5015 -0.6 0.3 -0.7 0.08
H 3.0940 -4.9022 -3.1559 0.0 -0.2 -0.2 0.10
H 1.3161 -4.8663 -3.3881 0.0 -0.1 0.6 0.08
H 2.2392 -7.2196 -4.1601 0.9 -0.1 -0.1 0.11
H 0.8716 -6.9165 -5.0040 -0.5 0.3 -0.6 0.09
H 2.2787 -6.9688 -7.3069 0.5 0.3 0.3 0.06
H 3.6555 -7.4883 -6.1538 0.1 0.8 -0.6 0.07
H 2.3755 -8.4825 -6.5240 -0.7 -0.2 0.4 0.06
H 1.7651 -5.1248 -7.1876 0.5 0.4 0.1 0.09
H 1.7611 -3.6351 -6.1331 0.7 -0.2 -0.8 0.08
H -0.0893 -4.8243 -4.9840 -0.7 0.1 0.1 0.06
H -0.4018 -5.5588 -6.5458 -0.3 0.1 0.0 0.07
H -0.4720 -3.7832 -6.3636 0.3 0.0 -0.2 0.08
C -5.3790 1.4275 -2.7196 1.6 -1.3 -1.6 -0.05
C -4.8297 -0.0023 -3.0715 -0.9 -1.0 1.1 -0.19
N -5.8730 -1.0887 -3.1176 2.4 1.2 0.6 -0.22
C -7.0922 -0.8645 -3.7708 0.5 2.4 -0.6 -0.32
C -8.2250 -1.3804 -2.9920 -1.3 -1.3 -0.2 -0.09
C -5.3450 -2.4276 -3.1404 -0.2 0.0 1.9 -0.23
C -5.2684 -2.7880 -1.6410 0.8 -0.6 -0.5 -0.09
H -5.7662 1.5337 -1.7063 -0.7 -0.4 -0.4 0.08
H -5.9838 1.6748 -3.5921 -0.5 0.7 0.7 0.07
H -4.5023 2.0752 -2.7276 0.0 0.2 -0.2 0.03
H -4.1788 -0.1406 -3.9349 -0.2 1.0 -0.8 0.09
H -4.0888 -0.2290 -2.3048 -0.3 -0.5 0.6 0.08
H -7.2730 0.2045 -3.6591 0.2 0.3 -0.8 0.10
H -6.9879 -1.1150 -4.8264 -0.8 -0.2 -0.4 0.13
H -9.1793 -1.0221 -3.3783 -0.1 0.1 0.0 0.08
H -8.2535 -2.4658 -3.0872 -0.2 -0.2 0.7 0.07
H -8.0955 -1.0155 -1.9731 -0.2 -0.4 0.1 0.09
H -4.3725 -2.6190 -3.5938 0.3 0.7 -0.4 0.11
H -6.0181 -3.1301 -3.6319 -0.2 0.2 -0.1 0.11
H -4.4972 -3.5474 -1.5120 -0.5 -0.7 0.4 0.03
H -6.2822 -3.0244 -1.3178 0.2 -0.4 0.3 0.07
H -4.9063 -1.9596 -1.0321 -0.1 0.3 -0.3 0.06
C -2.3354 2.4019 0.2739 -0.4 -0.1 0.8 -0.07
C -1.2541 3.4917 0.1414 -0.9 0.9 -0.7 -0.24
N -1.7824 4.7871 -0.2888 -2.0 0.3 0.2 -0.18
C -3.0408 5.2462 0.4315 1.1 0.2 -1.4 -0.23
C -2.7962 5.8594 1.8079 -1.1 -0.4 -0.7 -0.08
C -0.9034 5.9453 -0.5122 0.5 -0.1 -1.5 -0.22
C 0.3361 5.7614 -1.4875 -0.5 -0.7 1.2 -0.06
H -3.3406 2.5732 -0.1114 0.4 0.5 -1.0 0.06
H -2.6394 2.2693 1.3122 0.6 -0.2 0.4 0.04
H -1.9660 1.4523 -0.1135 -0.1 0.0 0.2 0.04
H -0.7454 3.6131 1.0978 0.6 -0.5 0.1 0.10
H -0.6231 3.1981 -0.6975 0.7 -0.2 0.6 0.08
H -3.8521 4.5189 0.4622 0.6 -0.6 0.0 0.09
H -3.4548 5.9713 -0.2692 0.0 0.4 0.2 0.11
H -2.0084 5.2811 2.2907 0.2 0.6 0.3 0.06
H -3.7273 5.7225 2.3578 0.1 0.1 0.4 0.07
H -2.6655 6.9334 1.6749 0.7 -0.1 0.5 0.07
H -1.5048 6.6917 -1.0312 -0.4 0.0 0.1 0.11
H -0.5986 6.4505 0.4043 0.4 -0.2 0.3 0.10
H 0.9634 6.6518 -1.5297 -0.2 0.1 0.3 0.07
H 0.9635 4.9616 -1.0940 0.2 -0.1 -0.1 0.03
H 0.1123 5.5056 -2.5231 -0.5 -0.1 0.1 0.07
C -4.4341 -7.8212 -0.8576 0.4 1.6 -0.1 -0.05
C -3.6078 -6.5853 -0.8371 2.1 2.7 -0.1 -0.24
N -3.0115 -5.5641 -0.8008 -2.0 -3.5 -0.1 0.14
H -4.1765 -8.4766 -1.6896 0.1 0.0 0.3 0.08
H -5.4118 -7.3767 -1.0438 -0.4 -0.6 0.2 0.08
H -4.3560 -8.2688 0.1332 -0.2 -0.3 -0.3 0.08
C 3.3690 0.4648 5.6149 -0.3 -1.0 -0.5 -0.07
C 4.1141 1.6581 5.6012 3.1 6.0 0.6 -0.30
N 4.7315 2.6781 5.6287 -2.5 -4.0 -0.1 0.15
H 2.4856 0.5517 6.2475 0.1 -0.2 -0.1 0.07
H 4.0632 -0.3129 5.9332 -0.4 -0.3 0.1 0.09
H 3.1117 0.3187 4.5658 -0.3 -0.5 0.1 0.06
C 4.8964 1.7826 0.4163 0.8 1.5 0.2 -0.04
C 6.3957 2.1812 0.4875 -0.7 -0.4 -0.2 -0.24
N 7.5048 2.5408 0.5078 -1.9 -0.7 0.0 0.12
H 4.3696 2.7309 0.5231 0.2 0.3 -0.4 0.02
H 4.4489 1.2340 1.2451 1.1 -0.7 0.0 0.05
H 4.5926 1.3844 -0.5519 0.5 -0.2 0.1 0.07
C -4.8095 -4.5192 1.5955 0.0 -0.7 -1.7 -0.11
C -5.3234 -3.9372 2.7692 -1.0 1.7 4.0 -0.29
N -5.6843 -3.5212 3.8016 0.7 -0.8 -2.3 0.14
H -4.2284 -5.4043 1.8543 0.1 0.1 -0.2 0.08
H -4.2474 -3.8398 0.9547 0.3 0.0 0.4 0.06
H -5.6524 -4.8049 0.9662 0.0 -0.3 0.0 0.09
C 4.6034 5.6784 2.4665 -0.4 -0.3 -0.5 -0.23
S 3.6113 5.5753 0.9006 0.1 -0.1 -0.1 0.86
O 4.3555 4.7223 -0.1090 -0.7 0.6 1.1 -0.59
C 2.2065 4.5943 1.6043 1.0 0.5 0.2 -0.24
H 4.5719 4.7145 2.9745 0.1 0.0 0.0 0.04
H 4.1685 6.4559 3.0945 -0.2 -0.1 0.0 0.05
H 5.6299 5.9686 2.2425 -0.1 -0.1 -0.3 0.05
H 1.4451 4.4200 0.8440 0.3 -0.1 0.0 0.01
H 1.7791 5.1934 2.4084 0.0 0.2 0.0 0.05
H 2.6094 3.7029 2.0852 -0.2 -0.2 -0.3 0.03
C -0.6809 -1.0534 8.0999 0.3 -0.8 0.5 -0.26
S -1.6205 -0.9616 6.5443 -0.1 -1.0 0.2 0.83
O -0.6517 -0.4846 5.5231 0.2 0.0 -0.4 -0.58
C -1.9359 -2.7902 6.1732 0.6 0.9 -0.3 -0.21
H 0.0354 -1.8598 8.2569 -0.2 -0.6 -0.7 0.05
H -1.3900 -1.1411 8.9231 0.0 0.4 0.0 0.05
H -0.0084 -0.2014 8.1992 -0.7 0.6 -0.2 0.04
H -2.4052 -3.3267 6.9978 0.1 0.2 0.0 0.05
H -0.9928 -3.2145 5.8288 0.3 0.0 0.6 0.05
H -2.5468 -2.8480 5.2723 -0.5 0.4 0.2 0.03
C 7.0021 1.3835 3.8026 -0.1 -0.7 -0.5 -0.24
S 6.3442 -0.3399 3.6819 -1.3 0.8 -2.4 0.87
O 4.9636 -0.2424 2.9677 1.5 -0.1 1.6 -0.61
C 7.3596 -0.9058 2.2573 0.7 0.6 -0.1 -0.25
H 8.0793 1.2748 3.6762 0.0 0.2 0.4 0.05
H 6.6731 1.8708 4.7204 0.3 -0.4 0.0 0.00
H 6.6238 1.9576 2.9568 0.0 -0.2 0.0 0.02
H 8.4184 -0.6492 2.2913 0.2 -0.2 0.8 0.05
H 7.0864 -0.3501 1.3603 -0.8 -0.2 0.1 0.03
H 7.2457 -1.9780 2.0971 -0.2 0.2 0.1 0.03
C -3.2979 0.3822 3.3985 0.0 -0.6 0.3 -0.27
S -5.0543 0.5712 3.8229 0.6 1.5 2.8 0.86
O -5.0531 1.1560 5.2781 0.0 -1.2 -2.8 -0.59
C -5.4792 1.9830 2.7787 -0.2 0.3 -0.6 -0.28
H -3.1858 0.1956 2.3304 0.1 0.5 -0.1 0.04
H -2.8782 -0.5064 3.8700 -0.6 -0.3 0.2 0.02
H -2.6851 1.1509 3.8692 -0.3 0.6 -0.6 0.04
H -4.7832 2.8212 2.7453 0.3 -0.2 0.5 0.04
H -6.4384 2.3458 3.1479 0.1 -0.1 0.2 0.05
H -5.6423 1.6945 1.7403 0.0 -0.4 0.0 0.04
C 3.9236 -2.8963 0.9647 -0.1 0.1 1.2 -0.27
S 5.0072 -3.1413 -0.4375 -0.1 -0.1 -1.2 0.81
O 5.9094 -1.9397 -0.5098 -0.3 -1.0 0.5 -0.55
C 6.0282 -4.6001 0.0939 0.0 -0.1 0.2 -0.25
H 4.5501 -2.9540 1.8548 -0.2 0.1 0.2 0.04
H 3.0398 -3.5255 1.0707 0.4 -0.9 -0.4 0.05
H 3.4236 -1.9279 0.9500 0.7 0.4 -0.5 0.03
H 6.4657 -4.4774 1.0847 0.3 0.5 -0.1 0.04
H 6.7750 -4.7633 -0.6831 0.3 0.7 0.1 0.04
H 5.5882 -5.5966 0.1317 -1.1 0.3 -0.1 0.05
C -2.7610 1.5685 -5.6972 -0.1 -0.1 0.2 -0.26
S -2.6630 3.1283 -4.7362 3.9 -0.3 -0.4 0.87
O -1.4445 3.7673 -5.4543 -2.1 -0.2 1.1 -0.60
C -1.8007 2.4762 -3.1872 0.4 -0.6 -0.9 -0.24
H -2.4001 1.8838 -6.6762 -0.5 0.2 -0.1 0.05
H -3.7732 1.1641 -5.7021 0.0 0.1 -0.2 0.03
H -2.0591 0.7899 -5.3986 0.0 0.2 0.5 0.05
H -1.4112 3.2734 -2.5541 -1.1 0.3 0.1 0.02
H -0.8634 2.0233 -3.5105 0.0 -0.1 -0.8 0.04
H -2.3131 1.6422 -2.7076 -0.4 0.5 0.4 0.03
C 1.0257 2.9169 6.7440 0.4 0.1 -0.8 -0.25
S 0.9212 3.5737 5.0208 -0.6 0.5 0.1 0.84
O 1.5164 2.6547 3.9772 -0.9 0.3 1.5 -0.55
C -0.9093 3.4341 5.0323 0.3 -1.1 -1.0 -0.24
H 2.0826 3.0987 6.9393 -0.1 -0.6 0.6 0.03
H 0.6520 1.8938 6.7856 0.5 -0.2 -0.2 0.03
H 0.3928 3.4637 7.4430 0.1 0.5 -0.4 0.06
H -1.1088 2.3994 5.3112 -0.2 0.0 0.4 0.03
H -1.2469 3.4743 3.9967 0.0 0.5 -0.1 0.03
H -1.4314 4.1459 5.6718 0.4 0.0 -0.1 0.07
C 5.7432 3.7628 -2.8441 1.0 0.8 -0.7 -0.26
S 4.8591 4.4433 -4.3233 0.6 -1.5 1.1 0.84
O 5.1075 3.5235 -5.4864 -0.2 0.6 0.8 -0.56
C 3.3178 3.9659 -3.5878 -2.7 -0.1 -0.8 -0.31
H 5.4927 4.3013 -1.9300 -0.4 0.0 -0.2 0.01
H 6.7910 3.9896 -3.0407 0.2 -0.3 0.0 0.04
H 5.6086 2.6864 -2.7375 -0.2 0.1 -0.2 0.06
H 3.0076 4.3975 -2.6362 0.8 0.2 0.2 0.04
H 3.0828 2.9016 -3.5815 1.0 -0.4 0.2 0.05
H 2.5255 4.2727 -4.2706 0.0 0.5 -0.3 0.04
```
Forces are in eV/Å.

Gap between HOMO and LUMO, eV: 8.15
F_max, eV Å⁻¹: 6.77